(1)
{"formula": "C16H26N2O2", "method": "ωB97M-V/def2-TZVPD", "symbols": ["C", "H", "C", "H", "H", "H", "H", "H", "O", "H", "C", "H", "O", "H", "C", "N", "H", "C", "H", "H", "C", "H", "H", "C", "H", "C", "C", "H", "H", "H", "H", "H", "C", "C", "H", "C", "C", "H", "H", "C", "H", "N", "C", "C", "H", "H"], "positions_angstrom": [[0.39202, -0.85348, 1.36851], [0.89492, 1.22225, -1.43963], [-3.28339, 1.46677, 3.06988], [4.03174, -0.08734, -3.09882], [-5.11374, 0.38055, 3.43475], [0.51437, -3.34551, -1.93301], [1.89356, -0.63106, -1.20500], [-2.01457, 4.03105, 3.17014], [2.69145, -2.64555, -3.47594], [2.24840, -4.97793, -2.09657], [-0.69754, -1.27723, -0.70533], [2.07224, -2.67580, 0.52026], [-2.31287, 1.62570, 0.73700], [2.49795, 0.27970, -3.79292], [2.24934, -2.18624, -2.42648], [1.27680, -2.57339, -0.08925], [-0.34336, 0.79449, 2.50879], [2.17391, -4.40769, -1.15747], [-3.43425, 3.02400, 1.61444], [1.45631, 2.84218, -1.18821], [1.50345, -3.12343, -1.46109], [3.55411, 2.28319, -2.72960], [1.24851, -1.08387, 2.02124], [-1.52438, -0.19534, -0.45070], [-4.33722, 0.00735, 1.82492], [-1.58665, 3.28474, 2.47233], [2.97296, 1.56362, -2.14034], [-2.60928, 0.72134, 3.43204], [-5.26600, 1.47694, 2.17397], [-0.87243, -1.86220, -1.60503], [1.61260, -4.99999, -0.42282], [-1.07571, 3.78380, 1.67778], [-0.42935, 0.23145, 1.61493], [0.31520, -1.62261, 0.21092], [3.19388, -4.28404, -0.75916], [-4.57108, 0.78083, 2.59812], [-2.65423, 2.33334, 1.95421], [3.44237, 1.49331, -1.18135], [-0.83612, 2.73528, 3.04462], [1.50272, 2.00034, -1.85139], [-2.33821, 0.09008, -1.13159], [2.43269, -0.86375, -2.05859], [-1.43563, 0.57934, 0.71655], [3.02831, 0.19553, -2.86845], [-3.49729, 2.13534, 3.89255], [1.03345, 2.33398, -2.78920]], "forces_ev_per_angstrom": [[1.19, -0.41, 0.11], [-0.28, -0.60, 0.30], [-0.53, 0.35, -1.33], [0.80, -0.12, -0.16], [-0.03, -0.70, 0.38], [0.73, 0.22, 0.38], [0.77, 0.17, -0.96], [0.03, -0.38, -0.50], [-0.38, 0.29, 0.56], [0.24, -0.03, 0.42], [-0.20, -0.01, 0.14], [-0.15, 0.17, 0.08], [-0.03, 0.41, 1.02], [-0.42, 0.01, -0.78], [1.19, 0.72, -0.91], [-0.51, -0.06, -1.09], [0.36, 0.30, 0.72], [1.11, -1.75, -1.08], [-0.20, -0.43, -0.22], [0.12, 0.43, 0.46], [-1.45, 1.26, 1.85], [-0.40, 0.00, 0.08], [-0.59, 0.27, 0.03], [-0.72, 0.16, 0.12], [-0.33, 0.48, 0.75], [0.34, -0.69, 1.06], [-1.10, -0.72, -0.16], [0.69, -0.47, 0.25], [-0.24, 0.63, -0.54], [0.17, 0.21, 0.10], [-0.03, 0.30, -0.33], [0.21, 0.42, -0.61], [-1.00, 0.19, -0.24], [-0.13, 0.80, -0.57], [-0.26, 0.13, -0.18], [0.81, -0.40, -0.49], [-0.54, 0.46, 0.17], [0.67, -0.24, 0.60], [0.11, 0.12, 0.05], [0.93, 0.54, -1.63], [0.49, -0.30, 0.12], [-1.33, -1.30, 1.45], [0.48, -0.77, -0.91], [-0.50, 0.30, 1.02], [-0.06, 0.24, 0.28], [-0.02, -0.21, 0.20]], "smiles": "CCCNC(=O)[C@@H](C)Nc1ccc(O[C@H](C)CC)cc1", "orbital_gap_ev": 8.2, "total_energy_ev": -24089.027}

***

(2)
{"formula": "C35H20BBr2ClI2N6O7Sr", "method": "ωB97M-V/def2-TZVPD", "symbols": ["C", "C", "C", "C", "N", "N", "C", "Br", "C", "H", "H", "C", "C", "H", "H", "C", "H", "O", "H", "Br", "C", "H", "H", "H", "O", "H", "O", "C", "H", "C", "C", "I", "B", "C", "H", "H", "C", "C", "C", "C", "C", "H", "O", "O", "C", "N", "O", "C", "H", "C", "Sr", "I", "N", "C", "C", "C", "H", "C", "H", "O", "C", "C", "H", "C", "H", "C", "N", "N", "C", "H", "C", "C", "Cl", "C", "C"], "positions_angstrom": [[2.86079, -3.49157, 1.60661], [0.51782, 2.56869, 1.84978], [1.80136, 1.76239, 3.99738], [2.13944, -0.19658, -4.63380], [1.59682, 2.96547, 0.74714], [-0.44554, -2.07820, -1.52681], [-1.46346, -1.84110, -2.35246], [3.17921, -6.35559, 1.78011], [2.53967, -2.35844, 0.97409], [1.64624, 5.14650, 1.01067], [3.28799, -3.46354, 2.59933], [-2.75281, 1.69954, -1.31092], [1.57099, -4.79662, 0.01323], [-4.77163, 4.16052, -2.59759], [-3.86184, -1.25977, 1.83006], [0.03906, -2.04542, 3.12753], [-6.25173, -0.53141, 2.00052], [2.08067, -1.71854, -2.69891], [2.11794, 2.76787, 4.23359], [-3.18871, -5.51986, -3.03666], [-3.19556, 2.80778, -2.05662], [2.71399, -1.38033, 1.40669], [4.63651, 2.40903, 1.93426], [2.00303, -0.98225, -5.36566], [-1.60047, 1.18701, -1.40280], [2.20871, 1.43507, -6.02756], [-0.71699, -1.99677, 2.11156], [-5.57971, -0.02995, 1.31682], [2.80825, 1.27489, 0.63341], [-4.24072, -0.44482, 1.21809], [2.40259, 2.13416, -4.01722], [-1.84847, 3.69084, -3.36273], [2.09560, -1.46815, -1.31800], [-5.99286, 1.01974, 0.54591], [-0.82451, -5.44995, -1.31012], [-3.11949, -2.56848, -3.53984], [1.58269, -0.57072, 4.56646], [-2.30020, -2.80619, -2.88096], [3.68504, 2.86603, 1.69549], [-4.49724, 3.31368, -1.98276], [-5.42911, 2.75247, -1.15822], [-7.00979, 1.38334, 0.60027], [-0.64682, 2.27651, 1.43053], [2.32669, -0.09110, -1.07315], [2.49685, -4.75618, 0.99929], [2.84556, 2.26913, 0.79398], [0.18338, -2.94931, 3.95555], [2.07620, 0.69404, 4.84395], [2.46236, 3.17178, -4.32078], [-0.10349, -3.37536, -1.21201], [-0.77819, -0.11294, 0.51346], [4.09137, 5.39342, 3.35985], [1.93697, -2.41939, -0.30103], [2.25488, 1.14976, -4.98385], [2.44652, 1.82495, -2.65637], [1.10504, -3.58187, -0.55104], [-1.61288, -0.78587, -2.57287], [1.06087, 1.51482, 2.84861], [2.52046, 2.58462, -1.88788], [0.71398, 3.94495, 2.41924], [2.33910, 0.49449, -2.32486], [-0.98769, -4.43184, -1.63074], [2.64690, 0.85869, 5.75163], [0.83137, -0.74173, 3.40815], [1.71559, -1.41505, 5.22873], [1.79343, 4.19854, 1.54051], [-3.37902, 0.11991, 0.40693], [0.65098, 0.27795, 2.57719], [-2.02421, -4.11562, -2.45036], [1.14241, -5.73915, -0.30650], [3.18657, 4.03812, 2.11136], [2.18462, -0.49430, -3.29080], [-7.05261, 3.41176, -1.11537], [-3.76291, 1.14718, -0.39376], [-5.08785, 1.64833, -0.33697]], "forces_ev_per_angstrom": [[0.03, 0.07, 0.07], [0.03, -0.18, 0.13], [-0.10, 0.08, -0.02], [0.01, -0.03, 0.06], [-0.03, 0.03, 0.08], [0.00, 0.21, 0.02], [-0.05, 0.06, 0.10], [0.00, -0.01, -0.02], [-0.04, -0.04, -0.03], [0.00, 0.00, -0.01], [-0.01, 0.00, -0.02], [0.05, -0.04, 0.03], [0.09, -0.06, 0.06], [-0.01, 0.01, 0.01], [-0.02, 0.04, -0.03], [0.13, -0.02, 0.17], [0.00, 0.01, -0.01], [0.08, 0.00, -0.03], [-0.02, -0.01, 0.00], [0.01, 0.01, 0.00], [-0.20, -0.10, 0.08], [0.04, 0.01, -0.03], [-0.04, 0.04, -0.01], [0.00, 0.05, 0.00], [-0.30, 0.08, -0.06], [0.00, -0.02, 0.00], [0.09, 0.00, 0.14], [0.09, 0.04, -0.06], [-0.01, -0.03, -0.07], [0.03, -0.06, 0.09], [0.00, 0.07, 0.00], [0.15, 0.02, -0.08], [-0.11, 0.07, -0.04], [0.05, -0.06, 0.02], [-0.01, 0.00, 0.00], [0.01, 0.01, -0.01], [-0.09, -0.05, -0.04], [0.14, -0.09, 0.05], [-0.01, 0.03, -0.03], [0.07, 0.01, -0.04], [0.06, -0.15, 0.10], [-0.01, 0.01, 0.00], [0.38, -0.02, -0.08], [-0.09, 0.09, -0.01], [-0.14, -0.02, -0.07], [0.07, 0.01, 0.02], [-0.06, 0.18, -0.24], [0.04, -0.04, 0.04], [0.00, 0.00, 0.01], [0.14, 0.06, 0.07], [0.19, -0.12, -0.45], [0.06, 0.06, 0.07], [0.06, -0.07, 0.05], [0.00, -0.02, -0.01], [-0.02, -0.05, 0.20], [-0.19, 0.10, -0.12], [-0.15, -0.11, -0.04], [0.20, -0.06, 0.24], [-0.02, -0.03, -0.02], [0.11, -0.01, -0.08], [-0.01, -0.01, -0.04], [-0.04, 0.04, -0.05], [0.01, 0.03, -0.01], [0.10, 0.10, 0.33], [0.00, 0.01, -0.01], [-0.08, -0.07, 0.08], [-0.03, 0.09, -0.20], [-0.25, -0.10, -0.16], [0.04, -0.05, 0.07], [0.03, -0.02, 0.01], [-0.14, -0.13, -0.12], [-0.01, -0.06, 0.07], [-0.02, 0.01, -0.01], [-0.22, 0.03, 0.05], [-0.05, 0.19, -0.09]], "charge": -2, "orbital_gap_ev": 4.4, "total_energy_ev": -230221.549}

***

(3)
{"formula": "C5H7NO2", "method": "ωB97M-V/def2-TZVPD", "symbols": ["O", "C", "H", "C", "H", "C", "O", "H", "C", "C", "H", "H", "N", "H", "H"], "positions_angstrom": [[1.42173, 1.40251, -3.23430], [2.89369, 0.05470, -0.45355], [-0.51795, -1.14566, 0.94523], [-1.59561, -0.93665, 1.25247], [-2.21225, -0.58413, 3.19817], [0.61412, 0.64840, -0.93855], [-1.47647, -0.88341, 2.62872], [-2.32781, -0.52074, -0.63103], [-2.54160, -0.44639, 0.45084], [1.02096, 1.05995, -2.16087], [-0.36651, 0.97148, -0.49385], [3.19545, -0.19426, -1.41781], [1.75373, 0.44387, -0.05788], [-3.51958, -0.07806, 0.65090], [3.65810, 0.20840, 0.26152]], "forces_ev_per_angstrom": [[-1.14, -1.13, 3.48], [-1.06, 1.21, 1.37], [-1.89, -0.19, -0.25], [1.68, 1.50, 1.07], [0.06, -0.15, -1.17], [1.18, 1.04, -0.53], [-0.36, -0.35, 0.25], [-0.04, 0.01, 0.70], [0.98, -0.98, -1.34], [-0.09, 0.55, -2.25], [1.23, -0.64, -0.70], [0.20, -0.59, -1.98], [-1.16, 0.09, -0.21], [-0.45, 0.13, 0.77], [0.88, -0.49, 0.78]], "smiles": "C=NC=C=O.C=CO", "orbital_gap_ev": 9.4, "total_energy_ev": -10879.685}

***

(4)
{"formula": "C21H21ClN2OS2", "method": "ωB97M-V/def2-TZVPD", "symbols": ["H", "H", "C", "H", "C", "H", "C", "H", "H", "H", "C", "H", "H", "C", "C", "C", "S", "C", "C", "C", "H", "H", "H", "N", "O", "C", "H", "H", "C", "C", "Cl", "H", "H", "C", "N", "H", "C", "H", "S", "C", "C", "H", "H", "C", "H", "C", "C", "C"], "positions_angstrom": [[-1.04736, -5.11000, -1.49591], [1.46502, 4.11431, 5.25156], [-0.13470, 2.00291, 2.38441], [-1.60960, 3.55328, 2.36861], [1.20492, 1.74571, 2.71973], [-1.54547, -0.80199, -0.31676], [1.32485, 0.00284, 1.03255], [0.36810, 4.64829, 2.99801], [0.01557, -2.53327, 0.42336], [-1.75131, 1.46326, 1.09829], [-2.12878, -0.36513, -5.56293], [-0.57048, 1.97690, -2.13288], [-0.46383, -2.68839, -2.16602], [0.75840, -6.21969, -0.98162], [-0.93449, 3.02270, 3.08357], [-1.51779, -0.41670, -4.31294], [-2.95024, 1.16999, -5.83219], [-0.68818, 1.26435, 1.34266], [0.40285, -1.89360, -0.35198], [-1.14361, 1.04700, -2.16593], [2.65115, 1.96238, 4.33922], [0.36768, -7.21918, -0.81512], [-1.02593, -1.34120, -3.98070], [2.06405, -5.82930, -0.81229], [-0.24331, 0.00393, -1.74154], [2.07379, -4.51237, -1.02375], [0.51047, 2.55421, 5.26783], [1.23819, -2.23746, -2.32419], [-0.47818, -0.60501, -0.45529], [0.97152, 3.32900, 4.66089], [-2.60372, 3.43595, -3.66623], [-0.66884, 4.69569, 4.41818], [2.59045, 3.36886, 3.22000], [0.01674, 0.27544, 0.67385], [0.84130, -4.04628, -1.33519], [-2.10988, -1.17841, -6.28269], [0.48623, -2.68546, -1.66166], [2.99886, 0.59521, 2.14943], [2.08148, -1.32945, 0.14012], [-0.00131, -5.10472, -1.29040], [1.94686, 0.75870, 2.02542], [-1.99870, 1.18103, -1.47876], [-1.57267, 2.51625, 3.85497], [-0.08239, 4.04939, 3.79701], [2.96050, -3.86844, -0.97149], [1.96587, 2.62567, 3.73375], [-2.36974, 1.80335, -4.25015], [-1.66436, 0.81943, -3.57483]], "forces_ev_per_angstrom": [[-0.41, 0.56, -0.15], [0.01, -0.61, 0.23], [1.19, -0.95, -0.61], [0.31, -0.57, 0.48], [1.37, 0.24, -0.37], [-0.04, -0.31, -0.23], [0.65, 0.48, 0.56], [0.38, 0.18, 0.36], [-0.21, -0.16, 0.36], [0.70, -0.19, -0.02], [0.28, 0.79, 1.62], [-0.13, 0.10, -0.03], [-0.41, -0.03, -0.19], [-0.22, 1.30, 0.10], [-1.64, 0.63, 0.77], [-0.96, 0.43, -1.32], [1.14, -0.13, 1.26], [-0.95, -0.12, -0.15], [-0.22, 1.17, -1.21], [0.45, -0.18, 0.27], [-0.57, 0.69, -0.67], [0.43, 0.17, -0.13], [-0.11, 0.82, 0.04], [0.01, 0.72, 0.01], [-0.67, -0.30, -0.07], [0.60, -1.11, 0.07], [-0.21, 0.23, 0.42], [-0.27, -0.17, 0.11], [0.51, 0.40, 0.06], [0.41, 0.90, -1.03], [-0.09, -1.00, -0.51], [-0.50, 0.41, 0.24], [-0.12, -0.23, -0.04], [-0.36, -0.16, -0.08], [0.25, -0.01, -0.44], [-0.29, 0.41, 0.00], [0.48, 0.35, 0.72], [0.37, 0.11, 0.63], [-0.61, 0.28, 0.31], [0.06, -1.84, 0.13], [-1.24, 0.24, -0.49], [0.30, -0.26, -0.09], [0.23, 0.33, -0.65], [0.48, -0.78, -0.22], [-0.55, -0.38, -0.08], [-0.02, -1.02, 0.57], [0.37, -1.61, -0.57], [-0.17, 0.19, 0.02]], "smiles": "Clc1sccc1CO[C@@H]1c2cc3c(cc2S[C@@H]1Cn1ccnc1)CCCC3", "orbital_gap_ev": 8.7, "total_energy_ev": -61337.823}

***

(5)
{"formula": "C6H18CuN3O12S3", "method": "ωB97M-V/def2-TZVPD", "symbols": ["Cu", "H", "H", "N", "H", "O", "H", "S", "H", "H", "O", "N", "H", "C", "C", "H", "H", "H", "O", "H", "S", "C", "H", "C", "O", "O", "O", "N", "H", "H", "O", "H", "O", "H", "O", "C", "C", "S", "H", "H", "O", "O", "O"], "positions_angstrom": [[-2.25718, -0.22242, 0.24292], [4.21273, 1.60290, 1.16750], [-2.54882, 1.35304, -4.25664], [-2.42228, 2.64641, 1.97861], [-1.68268, 3.96067, -3.19095], [-2.36707, -3.94519, -1.72096], [3.49596, 3.22265, 1.41292], [2.16055, -5.44990, -0.71471], [3.31553, -4.27109, 0.97088], [0.59989, 2.29354, 2.61648], [-1.75431, 3.57120, 1.49669], [-2.93383, -3.17445, -0.94391], [1.12417, 2.93339, 4.20033], [-1.47566, 3.27126, -2.37754], [1.32616, 2.91956, 3.13292], [-3.78947, 2.62216, -4.20213], [0.10570, -4.15170, -1.41852], [-1.45062, 3.74694, -1.39487], [3.86950, 2.65513, 3.89040], [-4.17326, 0.96434, -3.61379], [-2.94000, 2.21493, -2.03729], [-3.40736, 1.73070, -3.70411], [3.75115, -3.55190, -0.61112], [0.90499, -4.14136, -0.67829], [1.58142, -0.55243, 1.01542], [-0.46305, -1.25875, 0.93921], [-2.59367, -1.93613, -0.91285], [0.42057, -0.38935, 0.65717], [0.28944, -4.30592, 0.21651], [-0.54259, 2.73073, -2.51617], [1.76014, -6.40758, 0.39202], [1.59965, 3.87080, 2.69644], [-3.86926, -3.54809, -0.20429], [1.28556, -3.15251, -0.41642], [0.03735, 0.60752, -0.00072], [3.54997, -4.47693, -0.07262], [3.30560, 2.14799, 1.43618], [2.85138, 1.82202, 3.13334], [2.65607, 1.92412, 0.58757], [4.42681, -5.11249, -0.18669], [-2.41925, 0.93701, -1.39996], [-2.29832, 1.47368, 1.49466], [-3.24162, 2.82550, 2.89637]], "forces_ev_per_angstrom": [[1.53, -0.31, -0.37], [0.18, 0.09, 0.53], [0.04, -0.12, 0.13], [-0.97, 0.72, 0.26], [-0.13, 0.09, 0.08], [-0.05, 0.92, 0.35], [0.24, -0.04, 0.08], [-0.95, -0.21, 0.57], [0.15, 0.00, 0.04], [-0.38, 0.59, -0.23], [-0.12, -0.47, 0.09], [-1.50, -1.07, 1.14], [-0.29, 0.44, -0.04], [-0.70, -0.45, 1.04], [1.28, -2.20, 0.29], [-0.14, -0.04, 0.03], [0.67, 0.00, -0.69], [0.46, 0.49, -0.22], [-0.43, -0.83, -0.27], [-0.03, 0.05, -0.01], [0.54, -0.58, 0.00], [0.32, 0.13, 0.00], [-0.36, -0.02, -0.15], [-0.90, 0.41, 1.46], [-0.53, -0.03, -0.20], [-1.21, 0.14, 0.25], [0.66, 1.14, -0.28], [0.42, 0.78, -0.44], [0.40, -0.60, 0.18], [-0.25, -0.41, -0.14], [0.66, 0.68, -0.91], [-0.21, 0.07, -0.05], [1.05, 0.46, -0.68], [0.31, 0.06, -0.79], [0.33, -0.52, 0.38], [-0.03, -0.19, 0.03], [0.48, 0.27, -1.31], [-0.18, 1.82, 0.27], [-0.75, -0.25, 0.68], [-0.01, -0.07, 0.30], [-0.44, 0.38, -0.59], [-0.05, -1.10, -0.07], [0.89, -0.24, -0.75]], "charge": -1, "s2": 0.75, "orbital_gap_ev": [8.3, 6.3], "total_energy_ev": -112687.867, "spin_multiplicity": 2}

***

(6)
{"formula": "C6H7N", "method": "ωB97M-V/def2-TZVPD", "symbols": ["C", "H", "C", "H", "H", "C", "H", "C", "C", "H", "H", "H", "C", "N"], "positions_angstrom": [[0.65748, 0.54996, 1.19200], [1.68380, 1.09206, -1.77036], [-1.76559, -1.48268, -0.96501], [-0.44756, -1.25782, 1.52864], [-0.56695, 0.19732, -1.16471], [-0.51894, -0.35289, 0.91970], [1.07621, 0.53843, 2.19459], [0.87102, 1.47597, -1.12515], [1.25395, 1.28910, 0.24327], [-1.45283, 0.14625, 1.20611], [2.16694, 1.83965, 0.50363], [0.30873, -1.31896, -0.83353], [-0.57751, -0.73421, -0.56530], [-2.69582, -2.08443, -1.29621]], "forces_ev_per_angstrom": [[-0.01, -0.05, 0.10], [-0.07, 0.19, -0.03], [-0.83, -0.61, -0.24], [-0.02, 0.08, -0.01], [0.00, -0.08, -0.01], [-0.01, -0.01, -0.01], [-0.06, 0.02, -0.15], [0.34, -0.11, 0.34], [-0.16, 0.07, -0.23], [0.07, -0.03, -0.03], [-0.05, -0.09, -0.03], [-0.11, 0.05, 0.01], [0.09, 0.00, -0.03], [0.83, 0.57, 0.34]], "orbital_gap_ev": [7.7, 7.6], "total_energy_ev": -7820.681}

***

Listing energy relative to the best compared isomer or geometry (same formula, charge and spin) for the structures above in their given order: 1.4089, 2.3958, 3.9321, 0.0000, 0.7244, 4.9667 eV.